Here is the molecule C4H5NO at a distorted geometry from OMol25. Energies are from ωB97M-V/def2-TZVPD.

**HOMO energy**: -10.589 eV
**LUMO level**: 0.692 eV
**Charge**: 0
**Electronic energy**: -7765.878 eV
**Energy above the lowest of the compared OMol25 structures with the same formula, charge and spin**: 0.649 eV
**Max |F|**: 0.0217 Eh/bohr
**Orbital gap**: 11.2808 eV

Atoms and positions in Å:
O 0.9749 -0.5079 -1.9943
C 1.0420 0.4617 -1.2788
C 0.3792 0.5678 0.0769
C -0.3346 -0.7312 0.4779
C -1.6253 -0.4873 1.1245
N -2.6502 -0.2742 1.6165
H 1.6013 1.3648 -1.5970
H -0.3183 1.4141 0.0303
H 1.1415 0.8576 0.8106
H 0.2863 -1.3276 1.1533
H -0.4969 -1.3377 -0.4199